60
Properties=species:S:1:pos:R:3 method="wB97M-V/def2-TZVPD" spin_multiplicity=2 gap_ev="7.32 / 6.12" charge=-2
Hg -0.2294 -1.1222 0.6888
C 1.7945 -0.0179 -3.3532
C 1.4598 0.5389 -2.0013
N 2.1302 0.3782 -0.9363
O 3.3052 -0.3312 -1.0637
B 4.2329 0.0245 -0.0011
F 4.6719 1.3289 -0.0226
F 5.2672 -0.8817 0.0158
O 3.5185 -0.1753 1.4192
N 2.6780 0.7594 1.6708
C 2.0753 0.7723 2.8371
C 2.5867 0.0213 4.0233
C 0.9107 1.5980 2.9097
N 0.7053 2.3359 1.8377
O -0.4384 2.9720 1.8135
B -0.7122 3.7874 0.5278
F -1.9548 4.3682 0.7950
F 0.2806 4.7388 0.3890
O -0.8824 2.9269 -0.6434
N 0.2717 2.2089 -0.8682
C 0.2351 1.3816 -1.8395
C -0.9068 1.2195 -2.7963
C 0.0484 1.5893 4.1271
H 2.7724 -0.4906 -3.3407
H 1.7733 0.7713 -4.1090
H 1.0500 -0.7620 -3.6508
H 3.4778 -0.5465 3.7749
H 1.8021 -0.6663 4.3518
H 2.7979 0.7149 4.8403
H -1.7946 1.7045 -2.3963
H -1.1205 0.1650 -2.9749
H -0.6699 1.6695 -3.7645
H 0.6537 1.8124 5.0087
H -0.3989 0.6030 4.2667
H -0.7314 2.3405 4.0335
Br -1.0367 -2.7710 -1.8887
C -2.6574 -1.7839 -1.8876
C -3.5320 -2.1151 -2.8878
C -4.7547 -1.4411 -3.0352
C -5.0604 -0.4373 -2.1681
C -4.1700 -0.0706 -1.1307
C -4.5322 1.0073 -0.2893
C -3.7090 1.4060 0.7150
C -2.4959 0.7263 0.9209
C -2.0690 -0.3078 0.1230
C -2.9243 -0.7445 -0.9435
H -3.2604 -2.9042 -3.5757
H -5.4299 -1.7180 -3.8346
H -5.9901 0.1134 -2.2561
H -5.4731 1.5115 -0.4781
H -3.9554 2.2534 1.3403
H -1.8735 1.0616 1.7355
Cl -0.3131 -1.8520 3.3063
N 1.5225 -2.3791 0.4280
C 2.3200 -3.2021 0.2814
C 3.2471 -4.2164 0.1059
C 3.5783 -4.6056 -1.2059
N 3.8443 -4.9592 -2.2735
C 3.8065 -4.8720 1.2144
N 4.2586 -5.4370 2.1155